[1]
{"formula": "C33H18BBr2F4KN8", "method": "the ωB97M-V functional and the def2-TZVPD basis", "symbols": ["C", "C", "H", "N", "Br", "C", "C", "C", "C", "H", "H", "C", "Br", "N", "F", "H", "H", "F", "C", "C", "C", "C", "C", "C", "K", "H", "C", "N", "H", "F", "H", "C", "C", "C", "C", "C", "C", "B", "N", "H", "C", "C", "H", "N", "H", "F", "C", "C", "N", "H", "C", "H", "C", "H", "C", "H", "C", "N", "C", "C", "C", "C", "H", "C", "H", "N", "H"], "coordinates": [[-3.0488, 4.6142, -1.3602], [2.4593, -4.5816, 3.6874], [4.0926, 1.0271, 1.3703], [-1.3160, 1.3842, -1.0953], [5.5132, -0.5095, 2.7291], [-2.1534, 2.2849, -0.5341], [1.2584, -2.9141, 2.4894], [-2.7913, -0.2709, 3.2300], [0.3440, -1.8126, 2.1114], [1.2559, -4.3468, -5.9744], [-2.9075, -1.7665, 4.7696], [1.0235, -3.4449, -5.4193], [2.6913, 0.8466, 3.4264], [0.6784, -0.5257, -1.8461], [4.7049, 4.5902, -0.3495], [-0.9711, 3.7426, -4.5539], [-0.3827, -0.3676, -5.9035], [3.2292, 2.9803, 0.4425], [-1.6106, 3.1144, -2.6027], [-2.9952, 5.4956, -2.4349], [-2.5161, 1.1996, 1.5021], [2.8272, -4.3241, 1.3031], [0.4183, -1.1204, -4.0558], [-0.9991, 1.7925, -2.3448], [0.7822, 0.9515, 0.2569], [4.8333, 1.9016, 2.7192], [3.1041, -4.9635, 2.5067], [-2.8125, 2.1612, 0.6139], [-5.2261, -1.0991, 5.4063], [5.4482, 2.4321, 0.0713], [-3.5271, 6.4388, -2.3820], [4.3334, 0.9928, 2.4226], [0.0977, -1.2010, -5.4036], [0.4163, -2.3697, -6.0830], [-4.7121, -0.5865, 4.6011], [-3.4505, 0.7566, 2.5431], [-1.4833, -0.4131, 2.5763], [4.5719, 3.4698, 0.4890], [1.6223, -2.5926, -1.0326], [3.3235, -4.6103, 0.3824], [-3.4206, -0.9615, 4.2567], [-1.5536, 3.9900, -3.6737], [1.7785, -4.2023, -3.5388], [-1.3539, 0.5224, 1.6175], [0.1884, -2.4570, -7.1401], [4.8818, 3.8212, 1.8343], [-5.3731, 0.4407, 3.9121], [0.2075, -0.0901, -3.0308], [-0.3913, 1.0829, -3.2904], [2.6998, -5.0914, 4.6141], [-2.3482, 3.4233, -1.4575], [1.0150, -3.2482, 4.5966], [1.9035, -3.2926, 1.3118], [3.8338, -5.7650, 2.5344], [1.3221, -3.3710, -4.0648], [-6.3852, 0.7047, 4.1982], [-2.2553, 5.1865, -3.5797], [0.5183, -1.5079, 0.8047], [1.5222, -3.5534, 3.6882], [1.1376, -1.7827, -1.9873], [1.3721, -2.4012, 0.2573], [-4.7520, 1.1145, 2.8693], [-5.2575, 1.9007, 2.3207], [1.0217, -2.1957, -3.3920], [-2.2197, 5.8960, -4.3975], [-0.6024, -1.3668, 2.9284], [-3.6152, 4.8474, -0.4660]], "e_above_lowest_ev": 0.000, "charge": -2, "largest_force_ev_per_a": 1.31, "lumo_energy_ev": [3.679, 3.681], "multiplicity": 1}

---

[2]
{"formula": "C33H20BrF5N3ORuS2", "method": "the ωB97M-V functional and the def2-TZVPD basis", "symbols": ["C", "H", "C", "C", "F", "C", "C", "C", "Ru", "S", "C", "C", "C", "H", "H", "H", "Br", "C", "H", "H", "C", "C", "F", "C", "C", "C", "C", "H", "C", "C", "H", "C", "H", "H", "C", "C", "C", "H", "H", "H", "F", "S", "N", "C", "C", "N", "C", "H", "H", "F", "O", "H", "H", "C", "C", "C", "C", "C", "N", "H", "C", "H", "C", "F", "H", "C"], "coordinates": [[1.9980, 2.6825, -1.3944], [2.4533, 5.0539, -3.8048], [-1.4743, 1.6109, -0.9721], [-1.5837, -0.5101, 3.6126], [-3.7080, -3.1136, -3.9174], [-3.1252, 3.2789, -0.4772], [1.4042, 1.7618, 3.5941], [0.9207, 0.8930, 1.4308], [-1.7530, -1.2832, 0.7306], [-2.1163, -0.5973, 5.2726], [4.0474, 3.9931, -2.8350], [0.9471, 2.0278, -0.6846], [2.7102, 4.3073, -3.0636], [1.9926, 2.3852, 4.2552], [3.1138, -3.2475, 1.4687], [-0.0075, -5.9311, 2.6826], [-2.3892, -4.6119, 1.5562], [-2.4475, -1.1283, 2.7475], [2.1070, 0.4533, -0.1817], [0.0052, 4.5106, -0.0488], [0.0731, -1.5811, -3.8432], [-0.7803, 3.8039, -0.2886], [1.3127, -1.0800, -3.8128], [2.0693, -3.5309, 1.5238], [-2.0223, -2.0303, -2.6701], [-2.1102, 4.1836, -0.1961], [-0.4402, 2.5010, -0.6617], [0.0729, 1.0583, 5.1293], [-2.4770, -2.6017, -3.8612], [-3.5575, -1.6816, 3.4551], [2.4886, 2.3058, 1.8066], [-0.4184, -2.1448, -5.0030], [-2.3584, 5.1939, 0.1047], [-3.5806, 1.2850, -1.1454], [3.3641, 2.3704, -1.1923], [1.7056, 3.6667, -2.3701], [-3.5071, -1.4747, 4.7993], [4.8331, 4.4993, -3.3800], [0.6722, 3.8954, -2.5908], [-1.2026, 0.6310, -1.3485], [0.3315, -2.1898, -6.1054], [-3.0702, -1.9384, -1.2772], [-0.0797, 0.1574, 1.8979], [1.6938, 1.7127, 2.2399], [-2.8024, 1.9900, -0.8841], [1.1950, 0.8312, 0.0194], [-0.3991, 0.2344, 3.2070], [-4.2202, -1.7866, 5.5485], [3.6533, 1.6350, -0.4519], [-2.1879, -3.2086, -6.1188], [2.5344, -5.5211, 2.7951], [1.3670, -1.8454, 0.4004], [-4.1616, 3.5756, -0.3800], [-0.7190, -1.5390, -2.7137], [0.3473, 1.0226, 4.0834], [1.1033, -2.7498, 0.9336], [-0.5559, -4.1679, 1.5767], [1.6737, -4.6926, 2.1806], [-0.2032, -3.0402, 0.9599], [5.3965, 2.7544, -1.7191], [-1.7024, -2.6577, -5.0036], [3.4346, -5.1865, 2.7224], [0.3255, -5.0253, 2.1978], [-0.1777, -0.9655, -1.6188], [-4.3697, -2.2180, 2.9835], [4.3608, 3.0144, -1.8997]], "largest_force_ev_per_a": 0.67, "lumo_energy_ev": [0.037, -0.618], "multiplicity": 6}

---

[3]
{"formula": "C33H21BrN5OReS3", "method": "the ωB97M-V functional and the def2-TZVPD basis", "symbols": ["Br", "C", "H", "C", "H", "C", "H", "C", "H", "H", "H", "C", "C", "H", "C", "S", "Re", "C", "C", "C", "C", "N", "C", "C", "H", "S", "H", "H", "C", "C", "C", "C", "C", "C", "N", "N", "C", "H", "C", "H", "H", "S", "H", "H", "C", "N", "C", "N", "C", "C", "C", "C", "H", "H", "H", "C", "C", "C", "C", "H", "C", "O", "H", "H", "C"], "coordinates": [[0.2777, 5.0279, -0.3567], [2.7457, -0.2131, -3.5341], [6.0330, 1.0356, -1.4030], [1.7166, -0.6798, -2.6986], [4.5979, -0.0675, -5.7392], [2.8998, -0.1549, -0.7914], [-2.7168, -0.5787, 3.7823], [1.6566, -0.2256, -7.2954], [4.9169, 0.7049, 3.2367], [-1.0053, -3.4719, 1.1299], [-1.5825, 0.0963, -2.4383], [-2.9057, -3.9525, 3.8801], [-3.0938, -2.6290, 4.2533], [4.7224, 0.6034, -3.5276], [0.1026, 2.2280, -0.6229], [1.3678, -0.2646, 5.7157], [0.1201, -1.0138, 0.0073], [4.0300, 0.3843, 2.7021], [2.8947, 0.0231, 3.3907], [2.1128, -0.0354, 7.2307], [4.0593, 0.3514, 1.3018], [-0.3270, 1.0568, -1.1089], [3.9977, 0.2636, -1.5291], [-1.8143, 2.2306, -2.5524], [-3.6825, -2.3908, 5.1293], [1.0182, -0.3132, -5.7195], [-1.8086, 4.3753, -2.3827], [0.8588, -0.6519, 3.1170], [-1.1746, -0.8649, 1.4877], [-1.3856, 3.4412, -2.0403], [-1.7828, -1.8916, 2.3526], [-1.2638, 1.0619, -2.0633], [-2.1549, -4.2580, 2.7530], [3.8383, 0.3183, 5.7395], [1.7718, -0.3975, 1.3061], [-3.3624, 1.7269, 0.2901], [3.8936, 0.2402, -2.9289], [6.0989, 1.0746, 1.0433], [1.7814, -0.3603, 2.6312], [1.5337, -0.1323, 8.1364], [-2.5835, 2.1886, -3.3115], [-1.3636, 0.8488, 2.1217], [-2.0037, -5.2897, 2.4625], [3.6174, -0.0734, -8.1786], [-2.5559, 1.3550, 1.0280], [1.7792, -0.6548, -1.3798], [5.2095, 0.7440, 0.5209], [-0.9045, -2.0753, -0.9506], [2.5731, -0.2188, -5.0020], [2.8264, 0.0486, 4.8674], [-0.3994, 3.4307, -1.0704], [5.1742, 0.7190, -0.8236], [0.9947, -0.2467, -8.1484], [0.8669, 2.2020, 0.1454], [4.0892, 0.4478, 7.9410], [3.4308, 0.2695, 7.1026], [-2.5454, -1.6075, 3.4930], [-1.5974, -3.2395, 2.0025], [2.9152, -0.0641, 0.6394], [4.8525, 0.5423, 5.4326], [3.0131, -0.1287, -7.2836], [-1.5562, -2.8169, -1.5708], [0.8131, -1.1014, -3.1233], [-3.3500, -4.7481, 4.4654], [3.5387, -0.1215, -5.9599]], "e_above_lowest_ev": 1.494, "charge": 1, "largest_force_ev_per_a": 2.49, "lumo_energy_ev": [-3.822, -4.056], "multiplicity": 2}